w:
A cluster of 2 separate species, C4H9NO in total. Source: the Open Molecules 2025 dataset; level of theory: ωB97M-V/def2-TZVPD.

Output
- Charge: +1
- Multiplicity: 2
- Frontier orbital gap (spin up / spin down): 8.857 / 6.572 eV
- E_HOMO (spin up / spin down): -14.62 / -14.61 eV

The geometry in XYZ format:
```
15
Properties=species:S:1:pos:R:3:lowdin_spin:R:1
C 1.21 1.20 -1.96 0.052
C 0.27 0.54 -1.00 0.265
C 0.72 -0.35 -0.08 0.126
N -0.21 -1.07 0.71 0.432
C -1.03 -1.93 0.23 0.035
H 2.06 0.53 -2.05 0.007
H 0.77 1.38 -2.94 0.004
H 1.69 2.10 -1.57 0.022
H -0.77 0.85 -0.99 0.009
H 1.73 -0.66 0.12 0.010
H -0.78 -2.81 -0.35 0.019
H -2.06 -1.69 0.53 0.015
H -1.82 0.97 2.83 0.000
H -0.62 0.16 3.00 0.001
O -1.16 0.79 3.51 0.004
```

x:
The ion C4H9NO with charge +1. Source: the Open Molecules 2025 dataset; level of theory: ωB97M-V/def2-TZVPD.

Output
- Charge: +1
- Multiplicity: 2
- Frontier orbital gap (spin up / spin down): 7.248 / 3.459 eV
- E_HOMO (spin up / spin down): -13.48 / -13.44 eV

The geometry in XYZ format:
```
15
Properties=species:S:1:pos:R:3:lowdin_spin:R:1
O -3.40 1.05 -0.53 0.618
C -2.38 0.86 0.05 0.143
C -1.16 0.26 -0.65 0.123
C 0.00 0.06 0.32 0.019
C 1.30 -0.44 -0.31 0.012
N 2.31 -0.56 0.73 0.009
H -2.19 0.93 1.14 0.070
H -0.83 1.05 -1.35 0.002
H -1.41 -0.68 -1.15 0.000
H 0.25 1.03 0.81 0.001
H -0.28 -0.31 1.32 0.001
H 1.54 0.32 -1.06 0.000
H 1.08 -1.32 -0.92 0.000
H 3.09 -0.96 0.21 0.002
H 2.09 -1.29 1.39 0.000
```

Short version: w is the least stable of them.

w:
A cluster of 2 separate species, C8H13ClN2 in total. Source: the Open Molecules 2025 dataset; level of theory: ωB97M-V/def2-TZVPD.

Output
- Multiplicity: 3
- Frontier orbital gap (spin up / spin down): 8.371 / 7.126 eV
- E_HOMO (spin up / spin down): -7.72 / -8.67 eV

The geometry in XYZ format:
```
24
Properties=species:S:1:pos:R:3:lowdin_spin:R:1
C -4.42 -0.16 0.54 0.000
C -3.82 0.15 -0.63 0.001
C -2.51 0.53 1.07 0.004
C 2.43 -0.68 1.13 0.021
C 2.49 -0.83 -1.43 0.069
C 1.89 1.43 -0.17 0.055
C 0.53 -0.38 -0.51 1.281
C 1.93 -0.13 -0.16 0.150
N -3.59 0.04 1.58 0.002
N -2.60 0.66 -0.28 0.009
Cl -0.29 -1.50 0.45 0.333
H -5.43 -0.71 0.66 0.000
H -4.13 0.01 -1.62 0.000
H 1.84 -0.26 2.00 0.002
H 3.46 -0.36 1.25 0.005
H 2.43 -1.82 1.26 0.003
H 3.52 -0.86 -1.53 0.011
H 2.18 -0.22 -2.27 0.008
H 2.03 -1.82 -1.59 0.006
H 2.98 1.75 -0.26 0.006
H 1.13 1.67 -0.97 0.017
H 1.31 1.62 0.79 0.004
H -1.54 0.88 1.62 0.002
H -1.84 0.96 -0.95 0.011
```

x:
A cluster of 2 separate species, C8H13ClN2 in total. Source: the Open Molecules 2025 dataset; level of theory: ωB97M-V/def2-TZVPD.

Output
- Multiplicity: 3
- Frontier orbital gap (spin up / spin down): 6.383 / 9.428 eV
- E_HOMO (spin up / spin down): -6.06 / -10.81 eV

The geometry in XYZ format:
```
24
Properties=species:S:1:pos:R:3:lowdin_spin:R:1
C -1.32 -1.06 -1.60 0.133
C -0.33 -0.30 -1.06 0.332
C 2.34 -0.04 0.48 0.008
C 2.83 1.05 -1.81 0.012
C -1.60 -1.44 1.67 0.072
C -2.90 0.43 0.59 0.067
C 1.82 0.89 -0.66 0.054
C -1.60 -0.13 0.97 0.581
N -2.27 -1.56 -2.02 0.219
N 0.75 0.16 -1.17 0.339
Cl -0.68 1.20 1.84 0.088
H 2.52 -1.00 0.01 0.001
H 3.05 0.54 1.05 0.001
H 1.36 -0.31 0.99 0.000
H 2.36 1.64 -2.56 0.000
H 3.13 0.06 -2.01 0.002
H 3.55 1.63 -1.40 0.001
H -2.33 -1.39 2.55 0.031
H -0.52 -1.60 2.06 0.002
H -1.83 -2.26 0.90 0.006
H -3.50 0.68 1.54 0.027
H -3.51 -0.25 -0.10 0.002
H -2.85 1.28 -0.04 0.007
H 1.51 1.81 -0.24 0.016
```

Short version: x is the least stable of them.

w:
A structure of composition C24H30N2O4. Source: the Open Molecules 2025 dataset; level of theory: ωB97M-V/def2-TZVPD.

Output
- Multiplicity: 1
- Frontier orbital gap: 7.421 eV
- E_HOMO: -7.88 eV

The geometry in XYZ format:
```
60
Properties=species:S:1:pos:R:3:lowdin_charge:R:1
C 0.58 3.80 0.88 -0.061
C 1.65 3.79 -0.39 -0.271
O 1.74 2.64 -1.05 -0.002
C 2.38 1.52 -0.49 -0.204
C 3.10 1.46 0.54 -0.087
C 3.71 0.45 1.23 -0.080
C 3.66 -0.79 0.66 -0.265
C 3.02 -0.72 -0.83 0.134
C 2.24 0.35 -1.27 -0.256
O 1.55 0.25 -2.29 0.041
C 1.22 -0.75 -2.90 -0.355
C 0.09 -0.63 -4.06 -0.022
H 0.55 -0.18 -4.81 -0.005
H -0.68 -0.25 -3.44 0.035
H -0.05 -1.68 -4.58 0.119
H 0.89 -1.72 -2.05 0.172
H 2.24 -1.46 -3.35 0.176
H 3.00 -1.73 -1.17 0.075
C 4.50 -1.79 1.00 -0.067
H 5.13 -2.24 0.51 0.041
H 4.83 -1.65 1.92 0.066
C 3.21 -2.90 1.46 -0.125
N 2.08 -2.30 1.79 0.067
C 0.99 -2.20 1.04 -0.213
O 0.96 -2.74 -0.40 -0.195
C 0.11 -1.21 1.21 -0.136
C -1.17 -1.48 0.54 0.243
C -2.13 -0.18 0.70 -0.128
C -2.04 0.68 1.73 -0.237
C -0.71 0.72 2.37 -0.012
C 0.25 -0.07 2.06 -0.045
H 1.15 -0.09 2.51 0.074
H -0.54 1.61 3.02 0.126
C -3.00 1.66 1.80 -0.088
H -3.86 1.32 2.39 0.086
H -3.32 2.34 0.90 0.140
H -2.53 2.63 2.20 0.104
N -3.37 -0.44 0.27 0.078
C -4.63 -0.49 0.57 -0.492
O -4.98 -0.37 1.83 -0.029
C -5.53 -0.73 -0.43 -0.217
C -4.90 -1.04 -1.54 -0.329
H -5.23 -0.79 -2.70 0.171
H -4.77 -2.34 -1.79 0.197
C -3.48 -0.49 -1.52 0.050
H -2.41 -1.26 -1.81 0.195
H -3.14 0.34 -1.84 0.010
H -6.28 -1.49 -0.30 0.147
H -6.02 0.43 -0.87 0.250
H -1.46 -2.05 -0.09 -0.013
H 2.15 -1.77 2.50 0.068
H 3.14 -3.49 0.33 0.189
H 3.88 -3.65 1.95 0.119
H 4.38 0.54 2.20 0.159
H 3.23 2.49 1.37 0.205
H 1.17 4.58 -0.95 0.118
H 2.47 4.09 -0.14 0.007
H -0.53 3.46 0.52 0.098
H 0.47 4.90 1.22 0.068
H 1.02 3.12 1.87 0.107
```

x:
The molecule C24H30N2O4. Source: the Open Molecules 2025 dataset; level of theory: ωB97M-V/def2-TZVPD.

Output
- SMILES: CCOc1cc(C(=O)Nc2ccc(C)cc2C)ccc1OCC(=O)N1CCCCC1
- Multiplicity: 1
- Frontier orbital gap: 9.085 eV
- E_HOMO: -8.37 eV

The geometry in XYZ format:
```
60
Properties=species:S:1:pos:R:3:lowdin_charge:R:1
C -0.24 -0.45 2.75 -0.046
C -0.26 -0.72 1.24 -0.221
H 0.71 -1.10 0.90 0.108
H -1.01 -1.47 1.00 0.118
O -0.63 0.42 0.49 -0.051
C 0.33 1.26 0.04 -0.165
C 1.63 1.31 0.52 0.045
C 2.56 2.20 -0.02 -0.154
C 2.16 3.13 -0.96 -0.017
C 0.86 3.09 -1.45 0.020
C -0.03 2.14 -1.00 -0.187
O -1.27 2.06 -1.61 -0.056
C -1.54 0.82 -2.25 -0.065
C -2.22 -0.29 -1.43 -0.439
O -1.76 -1.42 -1.46 0.036
N -3.37 0.01 -0.81 -0.040
C -3.96 1.32 -0.68 -0.139
H -3.39 2.05 -1.26 0.113
C -3.98 1.73 0.80 -0.163
C -4.76 0.70 1.61 -0.199
C -4.16 -0.68 1.40 -0.165
C -4.09 -1.01 -0.09 -0.133
H -3.58 -1.96 -0.26 0.121
H -5.11 -1.08 -0.50 0.131
H -4.74 -1.44 1.92 0.114
H -3.15 -0.69 1.81 0.093
H -4.75 0.97 2.66 0.109
H -5.80 0.70 1.27 0.112
H -4.42 2.72 0.90 0.114
H -2.95 1.77 1.16 0.112
H -4.99 1.28 -1.06 0.132
H -2.20 1.06 -3.09 0.143
H -0.61 0.38 -2.64 0.137
H 0.54 3.78 -2.22 0.123
H 2.87 3.85 -1.34 0.122
C 4.00 2.07 0.36 -0.437
O 4.70 2.98 0.76 0.080
N 4.49 0.80 0.22 0.142
C 3.79 -0.29 -0.32 -0.236
C 3.18 -0.18 -1.57 -0.011
C 2.36 -1.19 -2.04 -0.030
C 2.14 -2.33 -1.28 -0.274
C 2.81 -2.47 -0.08 -0.018
C 3.64 -1.47 0.42 -0.224
C 4.33 -1.62 1.74 -0.036
H 4.14 -0.75 2.37 0.080
H 3.98 -2.51 2.26 0.077
H 5.40 -1.71 1.61 0.085
H 2.67 -3.37 0.51 0.117
C 1.15 -3.36 -1.75 -0.039
H 0.15 -2.94 -1.70 0.063
H 1.19 -4.25 -1.13 0.076
H 1.34 -3.63 -2.78 0.083
H 1.87 -1.08 -2.99 0.116
H 3.33 0.72 -2.15 0.125
H 5.43 0.65 0.56 0.158
H 1.95 0.64 1.30 0.120
H -1.21 -0.08 3.07 0.069
H -0.02 -1.37 3.28 0.081
H 0.51 0.29 3.01 0.071
```

Short version: w is the least stable of them.

w:
A cluster of 2 separate species, C2F4 in total. Source: the Open Molecules 2025 dataset; level of theory: ωB97M-V/def2-TZVPD.

Output
- Multiplicity: 1
- Frontier orbital gap: 10.168 eV
- E_HOMO: -10.58 eV

The geometry in XYZ format:
```
6
Properties=species:S:1:pos:R:3:lowdin_charge:R:1
C -0.89 0.75 0.49 -0.085
C 1.24 -0.80 -0.22 -0.082
F -2.08 0.66 -0.02 0.086
F -0.81 1.99 0.96 0.053
F 0.73 -1.81 0.47 0.014
F 1.54 -1.39 -1.39 0.015
```

x:
A cluster of 2 separate species, C2F4 in total. Source: the Open Molecules 2025 dataset; level of theory: ωB97M-V/def2-TZVPD.

Output
- Multiplicity: 1
- Frontier orbital gap: 9.849 eV
- E_HOMO: -10.39 eV

The geometry in XYZ format:
```
6
Properties=species:S:1:pos:R:3:lowdin_charge:R:1
C 1.09 -0.04 -0.21 -0.082
C -1.31 0.03 0.54 -0.176
F 1.97 0.94 -0.20 0.067
F 1.78 -1.09 0.13 0.088
F -1.56 -0.88 -0.33 0.046
F -1.98 1.05 0.08 0.057
```

Short version: w is the least stable of them.

w:
The molecule C4H3ClN2O. Source: the Open Molecules 2025 dataset; level of theory: ωB97M-V/def2-TZVPD.

Output
- SMILES: Oc1cnc(Cl)cn1
- Multiplicity: 1
- Frontier orbital gap: 9.158 eV
- E_HOMO: -9.53 eV

The geometry in XYZ format:
```
11
Properties=species:S:1:pos:R:3:lowdin_charge:R:1
C -1.72 0.00 0.01 -0.377
C -1.12 1.18 0.03 -0.044
C 0.85 0.15 -0.38 -0.540
C 0.21 -1.14 -0.15 -0.211
H -3.43 -0.90 0.69 0.169
H -1.49 2.10 0.30 0.096
H 0.78 -2.12 -0.13 0.128
N 0.24 1.34 -0.27 0.099
N -1.03 -1.17 -0.21 0.137
O -3.05 -0.07 0.22 0.049
Cl 2.63 -0.05 0.22 0.494
```

x:
The molecule C4H3ClN2O. Source: the Open Molecules 2025 dataset; level of theory: ωB97M-V/def2-TZVPD.

Output
- SMILES: O=C1N=CC(CCl)=N1
- Multiplicity: 1
- Frontier orbital gap: 8.543 eV
- E_HOMO: -10.79 eV

The geometry in XYZ format:
```
11
Properties=species:S:1:pos:R:3:lowdin_charge:R:1
C -0.58 -0.70 1.33 -0.544
C -0.04 -0.02 0.14 -0.274
C 0.87 1.50 -1.02 -0.541
C 0.15 -0.58 -1.19 -0.089
H -0.13 -1.52 1.71 0.031
H -0.46 0.13 2.12 0.120
H -0.18 -1.74 -1.35 0.178
N 0.29 1.29 0.12 0.188
N 0.73 0.31 -1.93 0.161
O 1.62 2.44 -1.16 0.165
Cl -2.29 -1.12 1.23 0.605
```

Short version: x is the least stable of them.

w:
The molecule C3H2S2. Source: the Open Molecules 2025 dataset; level of theory: ωB97M-V/def2-TZVPD.

Output
- SMILES: C#CC(=S)S
- Multiplicity: 1
- Frontier orbital gap: 7.693 eV
- E_HOMO: -8.87 eV

The geometry in XYZ format:
```
7
Properties=species:S:1:pos:R:3:lowdin_charge:R:1
C 0.66 0.20 0.09 -1.420
C -0.76 -0.07 0.40 -0.224
C -2.03 -0.06 -0.14 0.141
H 2.59 -0.40 -0.39 -0.062
H -3.16 -0.21 -0.09 0.053
S 1.53 -1.19 0.06 0.828
S 1.18 1.72 0.06 0.683
```

x:
A structure of composition C3H2S2. Source: the Open Molecules 2025 dataset; level of theory: ωB97M-V/def2-TZVPD.

Output
- Multiplicity: 1
- Frontier orbital gap: 8.700 eV
- E_HOMO: -9.10 eV

The geometry in XYZ format:
```
7
Properties=species:S:1:pos:R:3:lowdin_charge:R:1
C -0.07 0.47 -0.68 -0.204
C -0.44 -0.86 0.16 -0.689
C 0.45 0.34 0.66 -0.877
S -0.99 0.10 1.70 0.803
S 1.23 -1.28 0.62 0.839
H 0.60 0.12 -1.38 0.047
H -0.77 1.10 -1.09 0.080
```

y:
A structure of composition C3H2S2. Source: the Open Molecules 2025 dataset; level of theory: ωB97M-V/def2-TZVPD.

Output
- Multiplicity: 1
- Frontier orbital gap: 8.491 eV
- E_HOMO: -8.87 eV

The geometry in XYZ format:
```
7
Properties=species:S:1:pos:R:3:lowdin_charge:R:1
C 0.08 0.26 -0.05 -0.220
C 1.26 1.24 -0.22 -0.798
C -0.26 1.72 -0.47 -0.778
S 0.65 2.63 0.79 0.785
S 0.93 1.94 -1.85 0.785
H -0.01 -0.54 -0.86 0.109
H -0.10 -0.08 1.03 0.118
```

Short version: w is the least stable of them.